DFT (ωB97M-V/def2-TZVPD) results for a cluster of 12 separate species, C38H98N2O22 in total in a non-equilibrium geometry.

Each atom is followed by the atoms it is bonded to, with distances in Å.
Positions of all 160 atoms, in Å:
1 O -4.934 4.013 2.683  C41 1.400, H128 0.968
2 O -5.505 1.995 -2.345  C40 1.415, H96 0.967
3 O -3.882 -2.539 1.448  C36 1.418, H74 0.978
4 O 2.951 -1.182 -5.735  C33 1.420, H65 1.013
5 O -3.108 4.042 -2.092  C61 1.405, H136 0.959
6 O -0.027 3.245 -2.744  C51 1.431, H153 0.977
7 O 1.953 -1.975 -3.177  C52 1.443, H140 0.986
8 O -0.403 0.466 0.014  C44 1.455, H94 0.945
9 O -0.307 -0.915 -7.295  C57 1.440, H116 1.012
10 O -3.555 1.536 2.408  C34 1.440, H120 0.970
11 O 4.478 2.655 0.726  N24 1.441, H91 0.976
12 O -0.956 3.176 -0.256  C49 1.404, H160 0.948
13 O 0.119 0.116 -2.539  C37 1.478, H99 0.969
14 O -0.296 2.605 2.603  C54 1.394, H71 1.030
15 O 2.264 1.349 1.945  C42 1.479, H148 0.945
16 O -1.841 -1.367 3.808  N23 1.462, H154 0.982
17 O 0.467 -0.671 2.491  C59 1.402, H92 1.001
18 O -2.313 -1.242 -5.092  C31 1.404, H157 0.980
19 O -3.118 -2.948 -1.263  C62 1.432, H110 0.965
20 O 5.536 -2.079 -8.019  C32 1.389, H115 0.943
21 O -0.690 -4.132 -1.839  C28 1.448, H77 0.944
22 O -4.559 -0.539 -1.665  C45 1.387, H113 0.992
23 N -1.497 -1.911 5.121  O16 1.462, C27 1.467, C47 1.566
24 N 5.154 1.443 0.341  O11 1.441, C48 1.467, C56 1.495
25 C -1.960 -1.465 7.492  C47 1.472, C55 1.513, H75 1.101, H83 1.098
26 C 6.521 1.618 2.330  C56 1.528, H64 1.054, H89 1.074, H146 1.073
27 C -2.040 -3.272 5.181  N23 1.467, C29 1.545, C39 1.536, C43 1.533
28 C 0.498 -3.309 -1.926  O21 1.448, C52 1.518, H101 1.099, H145 1.074
29 C -1.782 -3.817 6.604  C27 1.545, C55 1.509, H81 1.088, H108 1.118
30 C -1.378 0.436 5.995  C47 1.519, H66 1.092, H70 1.084, H139 1.046
31 C -2.261 -0.199 -6.030  O18 1.404, C57 1.526, H63 1.118, H107 1.070
32 C 4.505 -1.292 -7.522  O20 1.389, C33 1.498, H86 1.108, H150 1.080
33 C 4.251 -1.632 -6.085  O4 1.420, C32 1.498, H93 1.138, H134 1.111
34 C -4.927 1.628 1.978  O10 1.440, C41 1.516, H72 1.121, H125 1.082
35 C -3.626 -0.559 5.910  C47 1.577, H80 1.116, H88 1.044, H119 1.039
36 C -4.207 -3.691 0.688  O3 1.418, C62 1.416, H69 1.112, H158 1.100
37 C -1.301 0.062 -2.136  O13 1.478, C44 1.506, H82 1.095, H129 1.047
38 C 7.377 2.851 0.380  C56 1.563, H95 1.059, H122 1.123, H141 1.098
39 C -1.090 -4.002 4.219  C27 1.536, H98 1.119, H100 1.082, H135 1.061
40 C -4.894 1.154 -3.304  O2 1.415, C45 1.530, H67 1.079, H124 1.134
41 C -5.139 3.093 1.648  O1 1.400, C34 1.516, H105 1.103, H156 1.107
42 C 2.535 0.345 2.998  O15 1.479, C59 1.486, H126 1.084, H147 1.075
43 C -3.484 -3.516 4.731  C27 1.533, H104 1.122, H123 1.089, H143 1.068
44 C -1.459 -0.262 -0.673  O8 1.455, C37 1.506, H111 1.106, H127 1.095
45 C -5.024 -0.330 -2.955  O22 1.387, C40 1.530, H78 1.074, H121 1.100
46 C 5.648 -0.059 -1.464  C48 1.512, C53 1.528, H103 1.124, H130 1.137
47 C -2.102 -0.891 6.143  N23 1.566, C25 1.472, C30 1.519, C35 1.577
48 C 4.945 1.227 -1.095  N24 1.467, C46 1.512, C58 1.491, C60 1.501
49 C -1.091 4.040 0.842  O12 1.404, C54 1.544, H85 1.119, H118 1.077
50 C 7.341 0.344 0.319  C53 1.572, C56 1.537, H87 1.145, H152 1.074
51 C -1.086 3.856 -3.488  O6 1.431, C61 1.529, H137 1.138, H155 1.120
52 C 0.905 -2.953 -3.344  O7 1.443, C28 1.518, H79 1.096, H102 1.131
53 C 7.152 -0.037 -1.194  C46 1.528, C50 1.572, H117 1.112, H138 1.086
54 C -0.025 3.795 1.931  O14 1.394, C49 1.544, H84 1.113, H109 1.055
55 C -2.416 -2.902 7.623  C25 1.513, C29 1.509, H97 1.062, H142 1.115
56 C 6.569 1.582 0.804  N24 1.495, C26 1.528, C38 1.563, C50 1.537
57 C -0.892 0.190 -6.580  O9 1.440, C31 1.526, H133 1.128, H149 1.030
58 C 3.503 0.910 -1.303  C48 1.491, H68 1.086, H76 1.128, H144 1.126
59 C 1.851 -0.892 2.538  O17 1.402, C42 1.486, H90 1.127, H159 1.127
60 C 5.317 2.340 -2.031  C48 1.501, H106 1.041, H112 1.135, H151 1.081
61 C -2.146 4.745 -2.836  O5 1.405, C51 1.529, H73 1.072, H131 1.096
62 C -3.271 -4.017 -0.323  O19 1.432, C36 1.416, H114 1.079, H132 1.097
63 H -2.788 -0.444 -6.986  C31 1.118
64 H 6.172 2.555 2.663  C26 1.054
65 H 2.897 -1.462 -4.762  O4 1.013
66 H -0.342 0.368 6.331  C30 1.092
67 H -5.357 1.330 -4.263  C40 1.079
68 H 3.321 0.826 -2.370  C58 1.086
69 H -5.159 -3.450 0.166  C36 1.112
70 H -1.768 1.246 6.600  C30 1.084
71 H -1.272 2.321 2.436  O14 1.030
72 H -5.648 1.314 2.777  C34 1.121
73 H -1.654 5.410 -2.155  C61 1.072
74 H -3.251 -2.791 2.151  O3 0.978
75 H -0.947 -1.358 7.908  C25 1.101
76 H 2.822 1.728 -0.929  C58 1.128
77 H -1.447 -3.580 -1.721  O21 0.944
78 H -4.409 -0.949 -3.581  C45 1.074
79 H 0.042 -2.445 -3.788  C52 1.096
80 H -4.062 0.193 6.611  C35 1.116
81 H -2.150 -4.838 6.683  C29 1.088
82 H -1.808 -0.613 -2.834  C37 1.095
83 H -2.610 -0.866 8.142  C25 1.098
84 H -0.085 4.605 2.692  C54 1.113
85 H -1.198 5.038 0.348  C49 1.119
86 H 3.622 -1.635 -8.097  C32 1.108
87 H 8.437 0.408 0.645  C50 1.145
88 H -3.659 -0.241 4.916  C35 1.044
89 H 7.528 1.429 2.650  C26 1.074
90 H 2.134 -1.744 3.221  C59 1.127
91 H 3.640 2.362 1.132  O11 0.976
92 H 0.274 -0.272 1.592  O17 1.001
93 H 4.394 -2.738 -5.860  C33 1.138
94 H 0.360 0.390 -0.539  O8 0.945
95 H 7.972 2.735 -0.489  C38 1.059
96 H -4.880 2.719 -2.202  O2 0.967
97 H -3.477 -2.889 7.594  C55 1.062
98 H -1.216 -5.113 4.194  C39 1.119
99 H 0.455 1.020 -2.637  O13 0.969
100 H -0.060 -3.884 4.530  C39 1.082
101 H 1.314 -3.926 -1.526  C28 1.099
102 H 1.356 -3.791 -3.956  C52 1.131
103 H 5.516 -0.280 -2.558  C46 1.124
104 H -3.355 -4.530 4.270  C43 1.122
105 H -4.501 3.365 0.791  C41 1.103
106 H 4.725 2.315 -2.887  C60 1.041
107 H -2.732 0.677 -5.633  C31 1.070
108 H -0.665 -3.841 6.643  C29 1.118
109 H 0.907 3.638 1.461  C54 1.055
110 H -3.831 -2.314 -1.121  O19 0.965
111 H -2.403 0.206 -0.337  C44 1.106
112 H 6.408 2.379 -2.340  C60 1.135
113 H -4.863 0.255 -1.153  O22 0.992
114 H -2.301 -4.211 0.108  C62 1.079
115 H 6.388 -1.754 -7.779  O20 0.943
116 H 0.664 -1.033 -7.035  O9 1.012
117 H 7.644 -1.019 -1.364  C53 1.112
118 H -2.016 3.885 1.372  C49 1.077
119 H -4.124 -1.466 6.008  C35 1.039
120 H -3.448 0.684 2.861  O10 0.970
121 H -6.054 -0.699 -3.064  C45 1.100
122 H 8.044 3.171 1.225  C38 1.123
123 H -3.855 -2.741 4.062  C43 1.089
124 H -3.799 1.446 -3.310  C40 1.134
125 H -5.127 0.967 1.146  C34 1.082
126 H 2.131 0.722 3.931  C42 1.084
127 H -1.537 -1.334 -0.465  C44 1.095
128 H -4.129 3.752 3.152  O1 0.968
129 H -1.732 1.008 -2.262  C37 1.047
130 H 5.116 -0.928 -0.958  C46 1.137
131 H -2.746 5.298 -3.567  C61 1.096
132 H -3.518 -4.919 -0.897  C62 1.097
133 H -1.056 0.998 -7.351  C57 1.128
134 H 5.069 -1.109 -5.545  C33 1.111
135 H -1.218 -3.651 3.226  C39 1.061
136 H -2.549 3.667 -1.409  O5 0.959
137 H -0.637 4.512 -4.302  C51 1.138
138 H 7.638 0.662 -1.869  C53 1.086
139 H -1.375 0.724 4.989  C30 1.046
140 H 1.536 -1.112 -2.945  O7 0.986
141 H 6.722 3.718 0.223  C38 1.098
142 H -2.115 -3.243 8.641  C55 1.115
143 H -4.211 -3.494 5.514  C43 1.068
144 H 3.190 -0.042 -0.790  C58 1.126
145 H 0.381 -2.398 -1.367  C28 1.074
146 H 5.824 0.846 2.596  C26 1.073
147 H 3.594 0.160 2.982  C42 1.075
148 H 1.423 1.693 2.204  O15 0.945
149 H -0.339 0.671 -5.857  C57 1.030
150 H 4.605 -0.219 -7.587  C32 1.080
151 H 5.081 3.262 -1.517  C60 1.081
152 H 7.045 -0.555 0.826  C50 1.074
153 H -0.091 3.599 -1.836  O6 0.977
154 H -0.971 -1.283 3.360  O16 0.982
155 H -1.601 3.091 -4.125  C51 1.120
156 H -6.186 3.248 1.323  C41 1.107
157 H -2.090 -2.110 -5.489  O18 0.980
158 H -4.508 -4.574 1.271  C36 1.100
159 H 2.231 -1.293 1.556  C59 1.127
160 H -0.948 2.299 0.103  O12 0.948

Results
LUMO (eV): 0.483
Frontier orbital gap (eV): 9.0
Structure (SMILES): CC1(C)CCCC(C)(C)N1O.CC1(C)CCCC(C)(C)N1O.OCCO.OCCO.OCCO.OCCO.OCCO.OCCO.OCCO.OCCO.OCCO.OCCO
Multiplicity: 1
Strongest force on any atom (Eh/bohr): 0.0746
Relative energy (zero: lowest compared OMol25 entry of this formula, charge and spin) (kcal per mole): 16.9

Results of the Mulliken charge analysis, in e, for atoms 1 through 5: -0.605, -0.607, -0.252, -0.239, -0.532